ORCA calculation (wB97M-V/def2-TZVPD) on an isolated ion of composition C5H9N2O2 and charge +1 at a distorted geometry.

```
! RIJCOSX wB97M-V def2-TZVPD def2/J DEFGRID3
* xyz 1 1
C 0.429 -0.499 0.883
C 0.744 -0.369 -1.512
C -0.315 -1.722 0.294
C -0.032 -1.586 -1.188
C 0.657 1.966 0.737
N -1.444 0.856 0.033
N -0.033 0.667 0.402
O 1.378 -0.589 1.578
O 1.456 0.351 -2.025
H 0.145 -2.820 0.570
H -1.357 -1.765 0.586
H -0.952 -1.542 -1.729
H 0.425 -2.463 -1.653
H 1.494 1.732 1.501
H 1.009 2.559 -0.133
H -0.154 2.397 1.230
H -2.003 1.071 0.859
H -1.449 1.755 -0.434
*
```

For the HOMO energy, the calculation gives -14.471 eV. As for the LUMO energy: -4.8 eV. The energy above the lowest of the compared OMol25 structures with the same formula, charge and spin is 107.7 kcal per mole.

Results of the Löwdin charge analysis, in e, for atoms 1 through 2: -0.543 0.030